1.
{"formula": "C12H22O2", "method": "ωB97M-V with the def2-TZVPD basis set", "homo_energy_ev": -9.4, "lumo_ev": 0.865, "de_lowest_ev": 2.7686, "smiles": "CO[C@]1(C)C=C[C@@](OC)(C(C)C)CC1", "homo_lumo_gap_ev": 10.251, "total_charge": 0, "symbols": ["O", "O", "C", "C", "C", "C", "C", "C", "C", "C", "C", "C", "C", "C", "H", "H", "H", "H", "H", "H", "H", "H", "H", "H", "H", "H", "H", "H", "H", "H", "H", "H", "H", "H", "H", "H"], "xyz": [[-0.244, 0.388, -3.243], [-0.825, 1.164, 1.879], [-1.117, -0.648, -1.227], [-1.342, -0.534, 0.150], [-1.009, 1.589, -3.411], [-1.365, 2.314, 1.196], [1.069, -1.305, -2.329], [0.334, -2.406, 1.871], [1.159, -0.480, 3.174], [0.896, 0.865, -1.090], [1.026, 0.420, 0.384], [0.119, -0.154, -1.952], [-0.315, 0.040, 1.116], [0.017, -0.975, 2.257], [-1.858, -1.171, -1.830], [-2.222, -0.996, 0.575], [-0.366, 2.436, -3.569], [-1.642, 1.739, -2.518], [-1.632, 1.477, -4.313], [-1.951, 2.028, 0.296], [-0.570, 3.039, 0.955], [-2.019, 2.807, 1.895], [0.502, -2.079, -2.889], [1.498, -1.781, -1.433], [1.935, -0.962, -2.969], [0.421, -3.065, 2.744], [1.225, -2.488, 1.227], [-0.511, -2.809, 1.290], [1.134, -1.152, 4.051], [1.054, 0.589, 3.451], [2.132, -0.589, 2.719], [1.843, 1.095, -1.531], [0.336, 1.761, -1.142], [1.726, -0.403, 0.433], [1.456, 1.270, 0.905], [-0.892, -1.021, 2.878]], "forces_ev_per_a": [[0.0, -0.1, -0.5], [-0.5, 0.2, -0.6], [-0.4, 0.2, 3.2], [1.4, -0.1, -3.1], [-0.3, -1.2, 0.9], [0.6, -0.8, -0.3], [0.2, -0.5, -0.5], [-0.7, -0.4, -1.2], [-0.8, 0.3, 0.3], [-1.2, -1.2, 0.4], [-0.8, 0.5, -0.6], [0.7, 0.5, -0.2], [0.8, 0.1, -0.2], [0.2, 0.4, 0.7], [0.1, 0.1, 0.0], [-0.2, 0.1, 0.1], [0.4, 0.5, 0.1], [0.0, 0.2, -0.4], [0.2, -0.1, 0.4], [0.4, 0.2, 0.4], [-0.1, -0.3, -0.2], [-0.3, 0.0, 0.3], [0.4, 0.4, 0.3], [-0.3, 0.2, -0.2], [-1.1, -0.1, 0.6], [0.3, 0.3, -0.1], [-0.2, 0.0, 0.4], [0.3, 0.0, 0.0], [0.2, 0.6, -0.1], [-0.1, -0.7, 0.1], [0.3, -0.2, -0.3], [0.8, -0.1, -0.3], [-0.7, 1.2, 0.2], [0.1, -0.3, 0.1], [0.2, -0.1, 0.4], [0.1, 0.2, -0.2]], "lowdin_charge": [-0.170, -0.162, 0.028, 0.017, -0.079, -0.070, -0.011, -0.075, -0.069, -0.101, -0.076, -0.517, -0.413, -0.361, 0.117, 0.113, 0.073, 0.086, 0.092, 0.087, 0.087, 0.077, 0.093, 0.078, 0.107, 0.083, 0.080, 0.075, 0.084, 0.088, 0.066, 0.117, 0.087, 0.101, 0.122, 0.142]}

***

2.
{"formula": "C12H22S2", "method": "ωB97M-V with the def2-TZVPD basis set", "homo_energy_ev": -8.6, "lumo_ev": -0.566, "de_lowest_ev": 1.9672, "smiles": "CC(C)(C)C(=S)CCC(=S)C(C)(C)C", "homo_lumo_gap_ev": 8.032, "total_charge": 0, "symbols": ["S", "S", "C", "C", "C", "C", "C", "C", "C", "C", "C", "C", "C", "C", "H", "H", "H", "H", "H", "H", "H", "H", "H", "H", "H", "H", "H", "H", "H", "H", "H", "H", "H", "H", "H", "H"], "xyz": [[-1.597, 2.065, -2.183], [2.650, -0.761, 0.861], [-1.166, 1.622, -0.604], [1.454, -1.142, -0.243], [-2.358, 3.485, 0.591], [0.136, 3.572, 0.297], [-0.881, 2.040, 1.927], [2.364, -3.479, -0.675], [0.132, -2.898, -1.550], [0.471, -3.167, 0.884], [-0.791, 0.143, -0.523], [0.672, -0.020, -0.917], [-1.072, 2.648, 0.540], [1.098, -2.622, -0.431], [-3.273, 2.864, 0.702], [-2.339, 4.201, 1.444], [-2.471, 4.049, -0.327], [-0.061, 4.296, -0.469], [1.075, 3.024, 0.027], [0.309, 4.168, 1.235], [-0.954, 2.803, 2.687], [0.078, 1.569, 1.978], [-1.605, 1.215, 2.150], [2.901, -3.142, -1.600], [2.076, -4.532, -0.822], [3.027, -3.442, 0.182], [0.068, -3.963, -1.712], [-0.858, -2.491, -1.292], [0.508, -2.361, -2.437], [0.408, -4.253, 0.824], [1.021, -2.876, 1.794], [-0.554, -2.773, 1.046], [-1.436, -0.410, -1.188], [-0.938, -0.248, 0.492], [0.728, -0.102, -1.962], [1.181, 0.916, -0.726]], "forces_ev_per_a": [[0.5, -0.1, 2.3], [-1.2, -0.1, -1.3], [-0.6, 0.2, -2.6], [0.8, 0.3, 1.6], [-0.6, 0.2, 0.2], [0.8, 0.1, 0.8], [-0.8, -1.6, -0.3], [0.2, 0.2, -0.8], [-0.3, 1.4, -0.4], [-0.5, 0.7, 0.5], [-0.4, 0.3, 1.4], [0.9, 0.0, 1.0], [-0.2, -0.1, 0.1], [0.4, -0.6, 1.0], [0.6, 0.2, 0.0], [0.2, -0.5, -0.5], [-0.1, 0.2, -0.2], [-0.2, 0.2, -0.6], [-0.8, 0.4, 0.4], [0.0, -0.6, -0.8], [0.0, 0.2, 0.2], [0.8, -0.2, 0.2], [0.3, 0.8, -0.1], [-0.3, -0.2, 0.8], [0.0, 0.4, 0.0], [0.2, 0.1, 0.0], [-0.1, -0.2, -0.3], [0.2, -0.3, -0.3], [-0.4, -0.6, -0.1], [0.0, 0.0, 0.0], [0.1, -0.2, -0.5], [0.4, -0.2, -0.3], [-0.2, 0.0, -0.1], [0.0, 0.1, 0.0], [0.0, -0.4, -1.6], [0.3, 0.0, 0.4]], "lowdin_charge": [0.731, 0.743, -0.580, -0.603, -0.085, -0.053, -0.067, -0.086, -0.060, -0.065, -0.243, -0.227, -0.628, -0.643, 0.097, 0.096, 0.052, 0.067, 0.094, 0.103, 0.081, 0.069, 0.101, 0.102, 0.084, 0.053, 0.085, 0.081, 0.100, 0.083, 0.070, 0.086, 0.079, 0.108, 0.096, 0.078]}

***

3.
{"formula": "C12H23AuCl2N4O2PSTe", "method": "ωB97M-V with the def2-TZVPD basis set", "homo_energy_ev": [-11.4, -11.5], "lumo_ev": [-5.427, -5.434], "de_lowest_ev": 0.7934, "homo_lumo_gap_ev": [6.015, 6.018], "total_charge": 1, "symbols": ["Au", "C", "N", "C", "P", "O", "N", "C", "C", "N", "C", "C", "H", "H", "H", "H", "H", "H", "H", "H", "H", "H", "H", "H", "H", "H", "H", "H", "H", "H", "O", "C", "N", "Cl", "C", "Cl", "H", "H", "Te", "C", "C", "C", "C", "S", "H", "H", "H"], "xyz": [[-2.143, 1.238, -0.065], [2.876, -0.846, 1.736], [1.498, -0.538, 1.373], [0.494, -1.269, 2.137], [1.107, 0.326, 0.042], [-0.153, 1.124, 0.322], [0.909, -0.655, -1.258], [0.521, -0.059, -2.535], [1.565, -1.952, -1.381], [2.311, 1.382, -0.280], [3.428, 1.101, -1.169], [2.439, 2.616, 0.492], [3.025, -0.646, 2.798], [3.567, -0.227, 1.170], [3.116, -1.897, 1.549], [0.712, -1.169, 3.202], [0.490, -2.332, 1.887], [-0.495, -0.856, 1.955], [0.032, 0.901, -2.374], [-0.179, -0.721, -3.048], [1.388, 0.097, -3.183], [1.794, -2.359, -0.398], [2.492, -1.885, -1.959], [0.900, -2.646, -1.895], [3.285, 0.153, -1.682], [4.368, 1.050, -0.612], [3.520, 1.890, -1.918], [1.559, 2.767, 1.111], [2.534, 3.467, -0.185], [3.323, 2.582, 1.135], [-5.750, 3.023, 0.404], [-4.895, 2.315, 0.051], [-4.075, 1.535, -0.374], [-0.648, 4.111, 0.072], [-1.687, 5.543, 0.291], [-3.296, 5.310, -0.372], [-1.213, 6.370, -0.222], [-1.769, 5.728, 1.355], [-3.564, -0.912, -1.126], [-2.954, -2.671, -0.284], [-3.874, -3.585, 0.207], [-3.284, -4.785, 0.639], [-1.920, -4.761, 0.508], [-1.360, -3.306, -0.162], [-4.936, -3.382, 0.241], [-3.830, -5.627, 1.036], [-1.227, -5.546, 0.771]], "forces_ev_per_a": [[-0.1, -0.1, 0.1], [0.0, 0.0, 0.0], [0.0, -0.1, 0.0], [0.0, 0.1, 0.1], [0.1, 0.2, 0.0], [0.0, -0.3, 0.0], [0.0, -0.1, 0.0], [-0.1, 0.0, 0.0], [0.0, 0.0, 0.0], [-0.1, 0.1, 0.0], [0.0, 0.0, 0.0], [0.1, -0.1, 0.0], [0.0, 0.0, 0.0], [0.0, 0.0, 0.0], [0.0, 0.0, 0.0], [0.0, 0.0, 0.0], [0.0, 0.0, 0.0], [0.0, 0.0, 0.0], [0.0, 0.0, 0.0], [0.0, 0.0, 0.0], [0.0, 0.0, 0.0], [0.0, 0.0, 0.0], [0.0, 0.0, 0.0], [0.0, 0.0, 0.0], [0.0, 0.0, 0.0], [0.0, 0.0, 0.0], [0.0, 0.0, 0.0], [0.0, 0.0, 0.0], [0.0, 0.0, 0.0], [0.0, 0.0, 0.0], [0.1, 0.0, -0.1], [0.0, -0.2, 0.1], [0.1, 0.2, -0.1], [-0.2, 0.0, 0.0], [0.1, 0.1, 0.0], [-0.1, -0.1, 0.0], [0.0, 0.0, 0.0], [0.0, 0.0, 0.0], [0.0, 0.0, -0.4], [0.0, 0.1, 0.4], [0.0, 0.1, 0.0], [0.0, -0.1, 0.0], [0.0, 0.0, 0.0], [0.0, 0.0, -0.1], [0.0, 0.0, 0.0], [0.0, 0.0, 0.0], [0.0, 0.0, 0.0]], "lowdin_charge": [0.764, -0.075, -0.294, -0.094, 0.528, -0.514, -0.299, -0.093, -0.114, -0.298, -0.084, -0.099, 0.095, 0.070, 0.089, 0.095, 0.058, 0.067, 0.073, 0.085, 0.090, 0.068, 0.087, 0.063, 0.064, 0.089, 0.097, 0.043, 0.087, 0.092, 0.137, -0.525, -0.288, 0.539, -0.978, 0.569, 0.030, 0.031, 1.251, -1.019, -0.233, -0.155, -0.366, 0.965, 0.104, 0.118, 0.083]}